Molecular formula: C18H23BN3O5P
Method: DFT, the ωB97M-V functional and the def2-TZVPD basis

HOMO-LUMO gap ... 0.333 Ha
Net charge ... 0
E_tot ... -1606.4604 a.u.
F_max ... 0.0116 Eh/bohr
Highest occupied orbital energy ... -9.5283 eV
SMILES ... CCB(O)[C@@](O)(C#N)[C@](N)(C#N)P(=O)(O)O.c1ccccc1.c1ccccc1

Last column: Mulliken charge in e.
Element x y z (Å)
1 C -1.268 0.061 2.057  -1.08
2 C -2.712 -0.226 2.552  -0.44
3 B -3.625 -1.076 1.612  0.26
4 O -3.950 -2.373 1.953  -0.55
5 C -4.288 -0.605 0.177  0.23
6 O -4.450 -1.735 -0.672  -0.52
7 C -5.650 -0.155 0.483  -0.62
8 N -6.718 0.198 0.724  -0.57
9 C -3.543 0.544 -0.593  0.96
10 N -2.221 0.126 -1.094  -0.11
11 C -3.386 1.728 0.270  -0.20
12 N -3.270 2.664 0.926  -0.61
13 P -4.514 1.159 -2.075  0.94
14 O -4.991 0.097 -2.953  -0.64
15 O -5.602 2.137 -1.480  -0.47
16 O -3.482 2.161 -2.760  -0.54
17 H -0.970 -0.537 1.200  0.24
18 H -0.560 -0.159 2.854  0.45
19 H -1.149 1.113 1.810  0.33
20 H -3.224 0.722 2.742  0.35
21 H -2.660 -0.741 3.511  0.46
22 H -4.806 -2.421 2.404  0.34
23 H -3.705 -2.340 -0.568  0.41
24 H -2.006 -0.819 -0.796  0.25
25 H -2.253 0.055 -2.108  0.37
26 H -6.457 1.686 -1.385  0.35
27 H -2.755 2.407 -2.166  0.39
28 C 2.121 2.034 -3.329  -0.48
29 C 0.900 1.720 -2.747  -0.45
30 C 0.847 1.265 -1.436  0.21
31 C 2.021 1.128 -0.707  -0.61
32 C 3.242 1.442 -1.288  -0.08
33 C 3.292 1.893 -2.599  -0.63
34 H 2.159 2.386 -4.352  0.38
35 H -0.012 1.831 -3.322  0.35
36 H -0.106 1.020 -0.985  0.29
37 H 1.983 0.778 0.317  0.44
38 H 4.156 1.337 -0.718  0.26
39 H 4.245 2.135 -3.053  0.38
40 C 5.579 -0.514 1.462  -0.24
41 C 4.750 -1.339 0.716  0.11
42 C 4.952 -2.712 0.719  -0.63
43 C 5.982 -3.260 1.470  -0.31
44 C 6.811 -2.434 2.217  -0.41
45 C 6.611 -1.061 2.212  -0.48
46 H 5.422 0.558 1.460  0.37
47 H 3.944 -0.913 0.133  0.12
48 H 4.307 -3.355 0.134  0.36
49 H 6.139 -4.330 1.474  0.36
50 H 7.614 -2.861 2.804  0.35
51 H 7.259 -0.417 2.792  0.36

***

Molecular formula: C32H25N7OOsP
Method: DFT, the ωB97M-V functional and the def2-TZVPD basis

HOMO-LUMO gap (alpha / beta) ... 0.169 / 0.158 Ha
Net charge ... +3
E_tot ... -2123.8481 a.u.
2S+1 ... 5
F_max ... 0.1056 Eh/bohr
Highest occupied orbital energy (alpha / beta) ... -14.3888 / -16.4325 eV

Last column: Mulliken charge in e.
Element x y z (Å)
1 Os -0.689 0.917 -0.781  1.80
2 C -4.745 -0.822 -0.452  -0.48
3 C -3.540 -0.212 -1.035  -0.19
4 N -2.496 0.038 -0.203  -0.30
5 C -2.577 -0.153 1.130  0.13
6 C -3.896 -0.640 1.662  -0.43
7 N -4.884 -0.856 0.855  -0.43
8 C -1.470 0.296 1.992  0.26
9 C -1.463 0.495 3.360  -0.04
10 C -0.404 1.036 4.039  0.48
11 C 0.669 1.509 3.106  -1.01
12 C 0.582 1.353 1.741  0.09
13 N -0.428 0.689 1.261  -0.39
14 C 1.453 1.962 0.831  0.40
15 C 2.696 2.608 1.146  -0.39
16 N 3.479 3.187 0.177  -0.49
17 C 3.001 3.277 -1.023  -0.49
18 C 1.782 2.710 -1.372  -0.14
19 N 1.084 1.993 -0.525  -0.19
20 C -0.274 1.327 5.425  0.69
21 C -1.431 1.599 6.212  -0.50
22 C -1.283 1.585 7.542  -0.59
23 N -0.103 1.503 8.148  0.03
24 C 1.002 1.328 7.488  -0.38
25 C 0.904 1.152 6.148  -0.28
26 H -5.607 -1.035 -1.101  0.42
27 H -3.483 -0.067 -2.138  0.44
28 H -4.189 -0.604 2.722  0.38
29 H -2.419 0.258 3.962  0.13
30 H 1.367 2.187 3.485  0.79
31 H 3.120 2.617 2.127  0.42
32 H 3.617 3.850 -1.755  0.41
33 H 1.621 2.806 -2.395  0.54
34 H -2.368 1.542 5.673  0.51
35 H -1.963 1.685 8.291  0.55
36 H 1.928 1.087 8.032  0.44
37 H 1.890 1.108 5.463  0.34
38 O -1.134 3.476 -4.040  -0.34
39 C -1.190 2.654 -3.247  0.77
40 N -1.202 1.726 -2.431  -0.50
41 C -0.120 -2.195 -0.163  -1.96
42 P 0.132 -1.058 -1.632  1.52
43 C -0.756 -1.809 -3.017  0.89
44 C -1.618 -2.895 -2.904  -0.17
45 C -2.039 -3.552 -4.061  -0.67
46 C -1.447 -3.288 -5.304  -0.57
47 C -0.657 -2.066 -5.434  -0.79
48 C -0.308 -1.396 -4.292  -0.46
49 C 1.848 -0.960 -2.099  0.68
50 C 2.760 -1.900 -1.629  -0.73
51 C 4.028 -2.060 -2.234  -0.69
52 C 4.395 -1.194 -3.272  -0.54
53 C 3.479 -0.161 -3.658  -0.96
54 C 2.282 -0.107 -3.073  -0.02
55 H 0.285 -3.205 -0.281  0.59
56 H -1.205 -2.210 -0.013  0.41
57 H 0.303 -1.729 0.732  0.52
58 H -1.882 -3.253 -1.899  0.33
59 H -2.689 -4.417 -3.942  0.40
60 H -1.721 -3.947 -6.173  0.38
61 H -0.323 -1.694 -6.385  0.47
62 H 0.382 -0.545 -4.393  0.15
63 H 2.467 -2.497 -0.727  0.31
64 H 4.755 -2.789 -1.787  0.41
65 H 5.373 -1.316 -3.783  0.42
66 H 3.737 0.393 -4.594  0.41
67 H 1.585 0.681 -3.505  0.23

***

Molecular formula: C5H12N2O
Method: DFT, the ωB97M-V functional and the def2-TZVPD basis

HOMO-LUMO gap (alpha / beta) ... 0.287 / 0.287 Ha
Net charge ... 0
E_tot ... -382.3234 a.u.
F_max ... 0.0161 Eh/bohr
Relative energy (zero: lowest compared OMol25 entry of this formula, charge and spin) ... 112.4 kcal/mol
Highest occupied orbital energy (alpha / beta) ... -7.2534 / -7.2537 eV

Last column: Mulliken charge in e.
Element x y z (Å)
1 C 1.481 1.112 -0.788  0.13
2 C 0.892 1.380 -2.075  -0.98
3 O 2.486 0.174 -0.780  -0.48
4 H 2.769 -0.003 0.125  0.36
5 H 1.593 1.923 -0.070  0.39
6 H 0.333 0.487 -0.159  -0.26
7 H 1.371 0.844 -2.892  0.31
8 H 0.764 2.438 -2.288  0.28
9 H -0.213 0.921 -2.025  0.44
10 C -0.081 -0.708 2.180  -1.22
11 C -1.001 -0.789 1.000  0.07
12 N -2.133 -1.621 1.186  -0.54
13 N -1.340 -0.045 -1.348  -0.87
14 C -0.778 -0.177 -0.166  0.77
15 H -2.562 -1.506 2.097  0.22
16 H -2.826 -1.496 0.459  0.26
17 H -1.223 -0.870 -1.941  0.24
18 H -0.603 -0.319 3.063  0.33
19 H 0.763 -0.048 1.979  0.29
20 H 0.307 -1.696 2.443  0.27